# 1
ORCA calculation (ωB97M-V with the def2-TZVPD basis set) on a molecular structure, C23H50BGaNO7 in a non-equilibrium geometry.

```
! RIJCOSX wB97M-V def2-TZVPD def2/J DEFGRID3
* xyz -1 1
C 5.94 2.46 -1.40
C 4.93 3.51 -1.85
O 3.62 3.18 -1.39
B 2.64 3.74 -2.23
O 2.44 3.02 -3.41
Ga 1.55 5.51 -1.75
C -0.45 5.15 -2.14
C -1.20 4.95 -0.82
C -2.71 5.02 -0.86
O -3.35 5.34 0.10
N -3.40 4.68 -2.09
C -3.77 3.29 -2.05
C -5.04 2.90 -1.64
C -5.35 1.54 -1.59
C -4.39 0.60 -1.95
C -3.12 0.99 -2.36
C -2.81 2.35 -2.42
H 5.49 1.85 -0.62
H 6.83 2.96 -1.02
H 6.22 1.78 -2.20
H 4.92 3.63 -2.94
H 5.20 4.47 -1.42
H 2.12 3.61 -4.09
H 2.02 6.76 -2.68
H 1.80 5.79 -0.18
H -0.53 4.28 -2.79
H -0.90 5.99 -2.67
H -0.89 5.66 -0.07
H -0.98 3.95 -0.45
H -4.23 5.26 -2.14
H -5.73 3.66 -1.34
H -6.33 1.24 -1.27
H -4.60 -0.45 -1.89
H -2.36 0.28 -2.62
H -1.83 2.68 -2.73
C -4.70 -4.74 -3.03
C -4.11 -4.07 -1.80
C -3.94 -5.06 -0.65
O -4.93 -2.98 -1.39
H -5.70 -5.14 -2.80
H -4.82 -4.02 -3.84
H -4.08 -5.56 -3.38
H -3.14 -3.64 -2.05
H -4.91 -5.47 -0.35
H -3.51 -4.57 0.22
H -3.29 -5.89 -0.93
H -5.79 -3.33 -1.15
C 7.82 7.68 -2.26
C 7.02 6.77 -3.18
C 7.00 7.29 -4.61
O 5.70 6.62 -2.69
H 7.37 8.68 -2.23
H 7.83 7.29 -1.24
H 8.86 7.78 -2.60
H 7.46 5.77 -3.16
H 6.53 8.27 -4.64
H 6.43 6.63 -5.25
H 8.01 7.38 -5.01
H 5.27 7.48 -2.69
C -0.44 -5.20 3.80
C -1.36 -4.50 2.81
C -2.00 -3.26 3.44
O -2.38 -5.39 2.36
H -1.00 -5.55 4.67
H 0.01 -6.09 3.33
H 0.36 -4.54 4.13
H -0.80 -4.20 1.93
H -2.60 -3.55 4.30
H -2.66 -2.77 2.72
H -1.24 -2.55 3.76
H -2.89 -5.67 3.12
C -0.10 -8.84 8.09
C -0.88 -8.00 7.09
C -1.26 -8.82 5.86
O -0.11 -6.87 6.70
H 0.83 -9.21 7.65
H 0.17 -8.24 8.96
H -0.68 -9.70 8.43
H -1.78 -7.61 7.56
H -0.37 -9.19 5.35
H -1.82 -8.21 5.15
H -1.88 -9.68 6.14
H 0.69 -7.18 6.27
*
```

The total energy is -93538.33333 eV.

Löwdin atomic charge list, values in e, 6 entries: C -0.07; C -0.28; O -0.06; B -0.70; O 0.06; Ga 0.38

---

# 2
ORCA calculation (ωB97M-V with the def2-TZVPD basis set) on 4 unconnected molecules or ions with the total composition C23H50Br2O3 in a non-equilibrium geometry.

```
! RIJCOSX wB97M-V def2-TZVPD def2/J DEFGRID3
* xyz 0 1
C -3.60 0.59 -3.88
O -2.66 0.27 -2.80
C -1.61 1.30 -2.66
O -1.97 2.59 -2.46
O -0.21 0.82 -2.67
C 0.74 1.91 -2.95
Br 1.16 3.04 -1.30
C 2.23 1.39 -3.48
C 2.17 0.04 -4.42
Br 3.35 1.15 -1.83
H -3.93 1.72 -3.95
H -3.27 0.23 -4.95
H -4.60 -0.02 -3.64
H 0.29 2.55 -3.82
H 2.72 2.26 -4.10
H 1.19 -0.06 -5.07
H 2.36 -0.97 -3.81
H 3.09 0.11 -5.17
C -2.37 -5.97 -5.59
C -3.81 -5.89 -5.10
C -4.45 -4.52 -5.34
C -3.78 -3.35 -4.61
C -3.70 -3.50 -3.09
C -5.07 -3.57 -2.42
H -1.72 -5.26 -5.07
H -1.97 -6.97 -5.42
H -2.32 -5.76 -6.67
H -3.84 -6.16 -4.03
H -4.40 -6.65 -5.62
H -5.51 -4.58 -5.05
H -4.45 -4.31 -6.41
H -4.33 -2.44 -4.85
H -2.77 -3.21 -5.00
H -3.16 -2.64 -2.68
H -3.11 -4.38 -2.81
H -5.65 -2.67 -2.64
H -4.95 -3.65 -1.34
H -5.64 -4.44 -2.76
C 2.16 -0.11 1.21
C 3.64 0.03 1.56
C 4.18 -1.16 2.35
C 3.53 -1.38 3.72
C 3.63 -0.18 4.68
C 5.06 0.18 5.04
H 1.54 -0.15 2.11
H 1.83 0.75 0.63
H 1.99 -1.01 0.62
H 3.81 0.96 2.10
H 4.21 0.12 0.62
H 5.26 -1.04 2.47
H 4.05 -2.08 1.76
H 4.01 -2.25 4.20
H 2.48 -1.64 3.59
H 3.09 -0.43 5.60
H 3.12 0.69 4.26
H 5.57 -0.66 5.51
H 5.07 1.02 5.74
H 5.64 0.48 4.15
C 0.69 6.16 5.31
C -0.43 5.15 5.14
C -0.01 3.72 5.49
C 1.10 3.14 4.62
C 0.81 3.11 3.12
C -0.39 2.23 2.77
H 1.54 5.94 4.65
H 0.34 7.17 5.07
H 1.05 6.17 6.35
H -0.81 5.20 4.11
H -1.26 5.44 5.79
H -0.89 3.07 5.44
H 0.32 3.70 6.54
H 1.31 2.12 4.97
H 2.03 3.70 4.79
H 1.69 2.72 2.60
H 0.65 4.12 2.74
H -0.22 1.20 3.10
H -0.54 2.22 1.69
H -1.31 2.60 3.23
*
```

The total energy is -170886.12712 eV.

Löwdin atomic charge list, values in e, 6 entries: C -0.09; O -0.10; C -0.25; O -0.02; O -0.08; C -0.62

---

# 3
ORCA calculation (ωB97M-V with the def2-TZVPD basis set) on 3 unconnected molecules or ions with the total composition C23H50FN3O8P2S.

```
! RIJCOSX wB97M-V def2-TZVPD def2/J DEFGRID3
* xyz 0 1
C -2.31 2.67 4.15
C -3.37 1.86 3.45
O -4.51 1.84 3.85
N -3.06 1.05 2.29
C -2.20 1.62 1.29
C -2.54 1.21 -0.12
O -1.28 2.34 1.55
C -2.80 -0.39 2.52
C -2.46 -0.69 3.98
C -1.99 -2.14 4.22
C -0.48 -2.35 4.01
C 0.11 -2.06 2.62
C 1.35 -2.88 2.34
F 1.02 -4.21 2.23
S -3.03 -3.30 3.34
O -3.54 -4.25 4.26
O -2.41 -3.69 2.11
O -4.25 -2.35 2.97
C -3.97 -1.29 2.02
P -5.51 -0.36 1.60
P -6.88 -2.05 1.28
O -7.83 -2.25 2.37
O -7.51 -1.63 -0.13
O -6.07 -3.39 0.92
H -2.40 3.72 3.87
H -2.49 2.58 5.22
H -1.30 2.35 3.91
H -2.18 1.96 -0.82
H -3.60 1.00 -0.24
H -1.99 0.28 -0.33
H -1.92 -0.63 1.91
H -3.32 -0.48 4.61
H -1.65 -0.04 4.31
H -2.21 -2.38 5.26
H -0.22 -3.37 4.30
H 0.00 -1.69 4.73
H -0.61 -2.25 1.82
H 0.41 -1.01 2.55
H 2.07 -2.77 3.15
H 1.79 -2.55 1.40
H -3.67 -1.78 1.09
H -5.99 -0.07 2.89
H -7.93 -2.38 -0.57
H -5.27 -3.28 0.41
C -2.00 1.08 -5.44
C -1.57 2.44 -4.92
N -0.35 2.40 -4.14
C -0.09 3.62 -3.40
C 0.17 4.91 -4.20
C 0.80 1.80 -4.80
C 1.27 2.40 -6.13
H -2.06 0.36 -4.62
H -2.98 1.15 -5.91
H -1.31 0.69 -6.19
H -2.36 2.83 -4.26
H -1.51 3.14 -5.77
H 0.76 3.44 -2.73
H -0.95 3.80 -2.75
H 1.16 4.91 -4.66
H 0.13 5.77 -3.52
H -0.57 5.06 -4.97
H 0.57 0.74 -4.97
H 1.63 1.80 -4.08
H 0.43 2.59 -6.80
H 1.94 1.71 -6.63
H 1.80 3.34 -5.99
C 6.45 -3.02 -1.12
C 5.64 -1.74 -1.19
N 4.98 -1.42 0.07
C 3.97 -0.38 -0.05
C 4.41 1.03 -0.45
C 5.85 -1.33 1.23
C 7.01 -0.33 1.18
H 5.84 -3.84 -0.76
H 6.82 -3.27 -2.12
H 7.32 -2.92 -0.47
H 4.85 -1.86 -1.94
H 6.28 -0.92 -1.55
H 3.43 -0.33 0.90
H 3.24 -0.73 -0.79
H 4.92 1.54 0.37
H 3.53 1.63 -0.71
H 5.07 1.02 -1.32
H 6.26 -2.32 1.42
H 5.21 -1.11 2.09
H 7.55 -0.39 0.24
H 7.72 -0.55 1.98
H 6.68 0.70 1.32
*
```

The total energy is -77643.56009 eV. The structure (SMILES) is CC(=O)N(C(C)=O)[C@H]1C[C@H](CCCF)S(=O)(=O)O[C@H]1PP(=O)(O)O.CCN(CC)CC.CCN(CC)CC.

Löwdin atomic charge list, values in e, 6 entries: C 0.00; C -0.44; O 0.10; N 0.00; C -0.45; C 0.02

---

Please write out number 3 again, unchanged.
ORCA calculation (ωB97M-V with the def2-TZVPD basis set) on 3 unconnected molecules or ions with the total composition C23H50FN3O8P2S.

```
! RIJCOSX wB97M-V def2-TZVPD def2/J DEFGRID3
* xyz 0 1
C -2.31 2.67 4.15
C -3.37 1.86 3.45
O -4.51 1.84 3.85
N -3.06 1.05 2.29
C -2.20 1.62 1.29
C -2.54 1.21 -0.12
O -1.28 2.34 1.55
C -2.80 -0.39 2.52
C -2.46 -0.69 3.98
C -1.99 -2.14 4.22
C -0.48 -2.35 4.01
C 0.11 -2.06 2.62
C 1.35 -2.88 2.34
F 1.02 -4.21 2.23
S -3.03 -3.30 3.34
O -3.54 -4.25 4.26
O -2.41 -3.69 2.11
O -4.25 -2.35 2.97
C -3.97 -1.29 2.02
P -5.51 -0.36 1.60
P -6.88 -2.05 1.28
O -7.83 -2.25 2.37
O -7.51 -1.63 -0.13
O -6.07 -3.39 0.92
H -2.40 3.72 3.87
H -2.49 2.58 5.22
H -1.30 2.35 3.91
H -2.18 1.96 -0.82
H -3.60 1.00 -0.24
H -1.99 0.28 -0.33
H -1.92 -0.63 1.91
H -3.32 -0.48 4.61
H -1.65 -0.04 4.31
H -2.21 -2.38 5.26
H -0.22 -3.37 4.30
H 0.00 -1.69 4.73
H -0.61 -2.25 1.82
H 0.41 -1.01 2.55
H 2.07 -2.77 3.15
H 1.79 -2.55 1.40
H -3.67 -1.78 1.09
H -5.99 -0.07 2.89
H -7.93 -2.38 -0.57
H -5.27 -3.28 0.41
C -2.00 1.08 -5.44
C -1.57 2.44 -4.92
N -0.35 2.40 -4.14
C -0.09 3.62 -3.40
C 0.17 4.91 -4.20
C 0.80 1.80 -4.80
C 1.27 2.40 -6.13
H -2.06 0.36 -4.62
H -2.98 1.15 -5.91
H -1.31 0.69 -6.19
H -2.36 2.83 -4.26
H -1.51 3.14 -5.77
H 0.76 3.44 -2.73
H -0.95 3.80 -2.75
H 1.16 4.91 -4.66
H 0.13 5.77 -3.52
H -0.57 5.06 -4.97
H 0.57 0.74 -4.97
H 1.63 1.80 -4.08
H 0.43 2.59 -6.80
H 1.94 1.71 -6.63
H 1.80 3.34 -5.99
C 6.45 -3.02 -1.12
C 5.64 -1.74 -1.19
N 4.98 -1.42 0.07
C 3.97 -0.38 -0.05
C 4.41 1.03 -0.45
C 5.85 -1.33 1.23
C 7.01 -0.33 1.18
H 5.84 -3.84 -0.76
H 6.82 -3.27 -2.12
H 7.32 -2.92 -0.47
H 4.85 -1.86 -1.94
H 6.28 -0.92 -1.55
H 3.43 -0.33 0.90
H 3.24 -0.73 -0.79
H 4.92 1.54 0.37
H 3.53 1.63 -0.71
H 5.07 1.02 -1.32
H 6.26 -2.32 1.42
H 5.21 -1.11 2.09
H 7.55 -0.39 0.24
H 7.72 -0.55 1.98
H 6.68 0.70 1.32
*
```

The total energy is -77643.56009 eV. The structure (SMILES) is CC(=O)N(C(C)=O)[C@H]1C[C@H](CCCF)S(=O)(=O)O[C@H]1PP(=O)(O)O.CCN(CC)CC.CCN(CC)CC.

Löwdin atomic charge list, values in e, 6 entries: C 0.00; C -0.44; O 0.10; N 0.00; C -0.45; C 0.02